No. 1
{"formula": "C17H25NO4", "method": "ωB97M-V/def2-TZVPD", "elements": ["C", "O", "C", "H", "C", "N", "O", "H", "H", "H", "H", "H", "C", "H", "H", "C", "H", "C", "H", "H", "O", "H", "C", "C", "H", "C", "C", "C", "C", "H", "H", "H", "H", "H", "H", "H", "C", "C", "H", "H", "C", "C", "H", "C", "O", "H", "H"], "xyz": [[2.2072, -3.1977, -0.0495], [2.2033, -4.1840, -0.7544], [4.3163, -1.8207, 2.9232], [-3.4739, 5.5120, -1.9595], [-3.3880, 2.2024, -1.2788], [0.0238, -0.4596, 0.7678], [-2.5003, 3.2384, -0.9375], [4.0806, -1.3162, 3.8578], [4.9565, -1.1683, 2.3330], [-1.2061, 5.5088, -0.7420], [-1.5375, -2.8345, -2.0899], [-0.0965, 4.1601, -0.9893], [-3.5390, 1.2769, -0.0733], [-4.3811, 2.5959, -1.5403], [-3.8024, 4.2581, -3.1629], [1.1571, -1.1568, 0.9155], [0.1537, -3.0836, -2.5799], [-3.0217, 4.8571, -2.7005], [-4.3359, 0.5529, -0.2722], [-1.5775, 3.2560, -2.7786], [-2.7868, -0.8846, -1.4358], [2.7144, -4.0331, 3.1977], [3.3971, -2.8425, 0.8328], [2.2542, -0.8666, 1.8690], [-3.7596, 1.8636, 0.8191], [-0.7597, -1.0438, -0.2104], [-1.9704, 3.9687, -2.0318], [-2.0451, -0.4810, -0.5702], [1.1294, -2.2268, 0.0255], [-3.0032, 1.6279, -2.1337], [1.2481, -3.3479, 2.5027], [1.9420, -2.6483, 3.9685], [-0.2541, 0.3713, 1.2658], [2.9341, -0.1287, 1.4283], [-2.5529, 5.4639, -3.4700], [4.8728, -2.7253, 3.1553], [-0.8225, 4.8055, -1.4759], [-0.5440, -3.1015, -1.7437], [4.0278, -2.1695, 0.2430], [-0.5435, -4.1178, -1.3532], [3.0343, -2.1630, 2.1614], [-0.0933, -2.1598, -0.6933], [-0.3338, 5.3528, -2.2767], [2.1787, -3.1059, 3.0100], [-2.3338, 0.5882, 0.2162], [1.8603, -0.4399, 2.7947], [3.9706, -3.7528, 1.0156]], "atomic_forces_ev_per_a": [[0.3, 0.2, 0.3], [-0.1, -0.1, -0.1], [-0.2, 0.0, -0.2], [0.0, 0.1, 0.1], [-0.1, -0.3, 0.2], [0.0, 0.1, 0.1], [0.1, 0.0, 0.2], [0.0, 0.1, 0.1], [0.1, 0.1, -0.1], [0.0, 0.1, 0.1], [0.0, 0.0, -0.1], [0.1, 0.0, 0.0], [-0.4, 0.3, -0.5], [0.1, -0.1, 0.0], [-0.1, 0.0, -0.1], [0.1, -0.3, -0.2], [0.0, -0.1, -0.1], [0.2, -0.4, 0.2], [0.1, 0.1, 0.1], [-0.1, 0.1, 0.1], [0.1, 0.1, 0.1], [0.1, -0.1, 0.0], [0.0, -0.1, 0.0], [0.1, 0.0, 0.0], [0.0, -0.1, -0.1], [0.3, -0.5, -0.3], [0.2, 0.3, -0.2], [-0.4, 0.0, -0.1], [-0.4, 0.4, 0.0], [-0.1, 0.1, 0.1], [-0.1, -0.1, 0.0], [0.0, 0.0, 0.1], [0.1, -0.1, 0.0], [0.0, 0.0, 0.0], [0.0, 0.1, -0.1], [0.1, -0.1, 0.0], [-0.3, -0.4, -0.1], [-0.1, -0.1, -0.1], [0.1, 0.0, 0.0], [0.0, -0.1, 0.0], [0.1, 0.1, 0.1], [-0.2, 0.5, 0.2], [0.1, 0.1, -0.1], [0.1, 0.1, -0.1], [0.4, -0.2, 0.1], [0.0, 0.0, 0.0], [0.0, 0.0, 0.0]], "lowdin_charge": [-0.351, 0.094, -0.051, 0.086, -0.188, 0.163, -0.123, 0.085, 0.084, 0.082, 0.070, 0.077, -0.131, 0.130, 0.070, -0.179, 0.093, -0.047, 0.131, 0.144, 0.112, 0.091, -0.060, -0.065, 0.135, -0.104, -0.457, -0.417, -0.065, 0.131, 0.089, 0.087, 0.169, 0.134, 0.080, 0.086, -0.044, -0.012, 0.139, 0.090, -0.550, -0.118, 0.079, -0.028, -0.004, 0.131, 0.131], "e_lumo_ha": 0.019, "relative_energy_kcal_mol": 6.0, "total_energy_ha": -1018.5435, "smiles": "Cc1c(C(=O)OCCOC(C)C)[nH]c2c1C(=O)CC(C)(C)C2"}

No. 2
{"formula": "C17H26AsN2O4RbS4", "method": "ωB97M-V/def2-TZVPD", "elements": ["H", "H", "C", "H", "C", "H", "S", "H", "N", "H", "H", "H", "H", "S", "C", "C", "C", "C", "H", "C", "C", "N", "C", "O", "H", "H", "C", "As", "H", "C", "O", "H", "H", "H", "S", "H", "H", "H", "C", "H", "C", "S", "H", "H", "H", "H", "O", "C", "H", "H", "C", "Rb", "C", "C", "O"], "xyz": [[-4.5909, -2.2397, 0.9964], [-5.4325, -0.0681, 0.8712], [-3.5704, -2.0254, 1.3815], [-0.9270, -1.1387, 3.2044], [-4.3651, 1.2340, -2.6690], [2.6238, -3.2229, 2.0081], [4.9752, 0.3737, 1.9515], [4.1495, -2.0943, 0.5603], [-3.5280, 0.1277, 0.0497], [3.1957, -3.5165, -0.0158], [-5.7426, 2.0106, -4.1365], [-5.2321, 1.3523, -0.1830], [2.4129, -2.2126, -1.9964], [3.4648, 3.7581, 1.8460], [-2.5799, 3.1792, -3.6469], [3.2659, -2.4391, -0.0183], [4.8912, -0.1582, -1.6459], [-2.1710, 2.3220, -2.6374], [-0.7429, -1.6459, 0.4198], [-2.8610, -0.9753, 0.5729], [-4.7544, 2.1073, -3.6833], [-2.6562, 0.7419, -0.8846], [1.8944, -2.4236, 1.8465], [0.9226, -0.3695, 2.6977], [-3.6538, -1.7537, 2.4451], [-1.1583, 2.3523, -2.2482], [3.3560, -1.9759, -1.4722], [5.2839, 2.5517, 1.7070], [-2.9989, -2.9643, 1.3103], [-3.8703, 3.0726, -4.1411], [2.1135, -1.8502, 0.5588], [-4.1943, 3.7545, -4.9262], [0.1330, -0.6213, 4.5758], [5.2675, 0.0271, -0.6083], [6.3200, 2.7661, -0.1745], [1.7647, -1.8831, 3.8877], [-5.0654, 0.4313, -2.3587], [4.1755, -2.5079, -1.9948], [1.9114, -1.3518, 2.9342], [-4.5063, 1.3327, 1.4519], [-1.3850, 0.1696, -0.7334], [6.4656, 3.1414, 3.4032], [-1.8895, 3.8940, -4.0774], [-0.7018, 0.5788, 3.4822], [4.9471, 0.7752, -2.2448], [0.8907, -2.9095, 1.8116], [-0.3123, 0.6282, -1.1796], [-3.0782, 1.4086, -2.0573], [5.5396, -0.9135, -2.1248], [2.8887, -0.8409, 2.9269], [-4.7409, 0.7349, 0.5724], [2.0809, 1.2032, 0.2677], [-1.5456, -0.9715, 0.1525], [-0.1966, -0.4078, 3.5503], [3.5172, -0.5478, -1.5850]], "atomic_forces_ev_per_a": [[0.6, 0.3, 0.2], [0.3, 0.3, -0.2], [-0.2, -0.1, 0.2], [-0.2, -0.5, 0.1], [0.6, -0.2, 0.9], [0.0, 0.2, 0.4], [-0.7, -0.3, -0.1], [-0.2, -0.2, -0.3], [0.0, -1.5, -1.4], [-0.1, -0.7, 0.1], [0.3, 0.0, 0.2], [0.2, -0.1, 0.1], [0.2, 0.0, 0.3], [-0.5, -0.3, -0.4], [-0.2, -0.7, 0.0], [0.7, 1.4, -0.7], [0.7, 0.9, 0.6], [-0.1, -0.1, 0.6], [-0.1, 0.1, -0.1], [0.8, 0.4, -0.7], [0.3, -0.3, 0.1], [-0.3, 0.0, 0.7], [-1.0, 0.4, -0.3], [-0.4, 0.2, 0.0], [0.0, -0.1, -0.3], [-0.2, 0.1, 0.0], [-0.2, 0.9, 0.1], [0.7, 0.0, 0.6], [-0.1, 0.4, 0.1], [-0.4, 0.5, -0.6], [-0.1, -0.7, 0.4], [0.0, -0.1, 0.1], [-0.3, 0.1, -0.1], [-0.1, 0.1, -0.8], [-0.2, 0.2, -0.3], [-0.1, 0.3, 0.1], [0.7, 0.6, 0.0], [-0.2, 0.2, 0.3], [0.7, -0.7, -0.2], [-0.1, 0.2, 0.1], [2.5, 0.4, 0.6], [0.3, 0.1, 0.1], [0.0, 0.0, 0.1], [0.4, -0.5, 0.2], [0.0, -0.5, 0.6], [0.3, 0.1, 0.1], [-2.2, -0.8, -0.1], [-1.0, 0.5, -0.8], [-0.4, 0.0, 0.0], [-0.1, 0.0, 0.0], [0.3, -0.2, -0.1], [0.6, 0.1, 0.3], [-1.5, 0.3, 0.1], [0.2, 0.6, -0.3], [0.0, -1.7, -0.6]], "lowdin_charge": [0.082, 0.086, -0.028, 0.061, -0.038, 0.118, -0.209, 0.111, -0.078, 0.109, 0.099, 0.076, 0.122, -0.401, -0.071, -0.216, -0.162, 0.007, 0.114, -0.242, -0.113, 0.058, -0.192, -0.237, 0.084, 0.113, -0.193, -0.668, 0.088, -0.120, -0.207, 0.097, 0.089, -0.020, -0.310, 0.122, 0.111, 0.116, -0.215, 0.091, -0.388, -0.403, 0.109, 0.100, 0.070, 0.118, -0.070, -0.152, 0.075, 0.035, -0.013, 0.612, 0.078, -0.110, -0.294], "e_lumo_ha": 0.106, "relative_energy_kcal_mol": 0.0, "total_energy_ha": -4926.4314, "total_charge": -2}